# C20H22F24INO5

A 4-piece molecular cluster, C20H22F24INO5 overall (wB97M-V/def2-TZVPD, the Open Molecules 2025 dataset).

Results
frontier orbital gap: 9.298 eV
structure (SMILES): FC(F)C(F)(F)COC(F)(F)C(F)F.FC(F)C(F)(F)COC(F)(F)C(F)F.FC(F)C(F)(F)COC(F)(F)C(F)F.C[C@H](I)CC(=O)OCN
E_LUMO: 0.224 eV
total charge: 0
total energy: -106144.810 eV

Geometry as XYZ:
```
73
Properties=species:S:1:pos:R:3:forces:R:3
I -5.215 0.374 6.664 0.1 -0.2 -0.1
F 2.367 -1.838 0.117 -0.1 0.0 0.1
F -2.193 -4.078 -2.557 0.1 0.1 -0.1
F 3.567 0.959 -4.231 0.1 0.0 0.0
F -3.900 -5.394 -2.813 0.1 -0.1 0.0
F 6.226 1.892 -3.637 0.0 -0.1 0.0
F 2.526 -0.333 2.430 -0.1 0.0 0.0
F -0.214 0.471 1.996 0.1 -0.1 -0.1
F 0.871 -2.696 -1.218 -0.1 0.0 -0.3
F 5.730 2.370 -0.212 0.0 0.0 0.1
F 6.049 0.439 -1.154 -0.1 0.0 -0.1
F -3.164 -1.515 -5.515 0.0 0.0 0.1
F 7.710 2.325 -2.082 0.0 0.0 0.0
F -4.083 -1.908 -2.752 0.1 0.0 0.0
F -1.427 -1.444 -3.298 -0.1 -0.1 0.3
F -0.903 -0.178 -4.988 0.0 0.0 0.0
F -1.445 -2.136 -6.720 0.1 -0.1 -0.1
F 4.056 -1.564 -4.982 0.0 0.0 0.0
F 0.485 -2.190 2.213 0.0 0.1 0.0
F -4.294 -3.325 -1.095 0.0 0.0 -0.1
F 2.121 -0.493 -3.481 0.2 -0.2 0.1
F 1.746 1.380 3.555 0.0 0.0 0.0
F 5.608 -0.902 -3.590 0.0 0.1 0.1
F 0.603 2.353 1.295 -0.1 0.1 0.0
F 1.076 -3.973 1.090 0.0 0.0 0.0
O -1.608 3.956 6.620 -0.5 0.1 -0.1
O -3.412 -4.039 -4.463 -0.1 0.6 0.2
O 4.242 1.695 -1.668 0.2 0.0 -0.6
O -2.006 1.845 7.340 -0.5 1.3 -0.9
O 1.114 0.544 0.167 0.1 -0.3 0.3
N -1.105 3.062 4.483 0.7 0.3 0.0
C 3.414 -0.032 -3.334 0.0 0.5 -0.1
C -4.394 -3.179 -2.439 -0.1 0.0 0.1
C -1.999 -2.192 -5.475 -0.3 0.0 0.1
C 4.306 -1.221 -3.697 -0.2 -0.2 -0.1
C -0.578 3.754 5.660 0.0 -0.4 -0.2
C 0.429 -0.570 -0.386 -0.1 0.1 -0.3
C 1.032 -1.956 -0.088 0.2 0.2 0.1
C 0.864 1.029 1.421 -0.1 0.1 -0.2
C 2.099 0.936 2.325 0.1 0.0 0.0
C -1.001 -1.461 -4.576 0.2 0.2 -0.2
C 6.405 2.430 -2.416 0.0 0.1 0.0
C -3.421 -4.163 -3.101 0.0 -0.2 -0.2
C -2.414 2.852 6.794 0.8 -1.3 1.0
C 3.487 0.520 -1.901 -0.3 -0.1 0.4
C 5.575 1.678 -1.368 -0.2 0.0 0.2
C -2.256 -3.682 -5.201 0.1 -0.6 -0.3
C -3.813 3.034 6.270 0.0 0.0 -0.1
C -5.135 2.213 4.237 0.3 -0.2 0.2
C 0.399 -2.805 1.017 0.0 -0.1 0.0
C -4.242 1.830 5.418 0.0 0.3 0.1
H -4.486 3.199 7.108 -0.1 0.0 0.1
H -0.648 -3.016 0.784 0.0 0.0 0.0
H 2.905 1.556 1.928 0.0 0.0 0.0
H -0.011 -1.921 -4.630 0.0 0.0 0.0
H 0.228 3.169 6.097 0.0 -0.1 0.1
H -4.874 1.600 3.379 -0.2 -0.1 -0.1
H -5.416 -3.393 -2.756 0.0 0.0 0.0
H -6.185 2.078 4.464 -0.2 0.1 -0.1
H -2.444 -4.101 -6.188 0.0 0.0 0.0
H 2.467 0.830 -1.695 0.0 0.1 0.0
H -0.436 2.355 4.201 -0.2 -0.2 0.1
H 6.115 3.482 -2.435 0.0 0.0 0.0
H -3.824 3.927 5.654 0.0 0.1 0.0
H -0.212 4.745 5.416 0.0 0.2 0.1
H -3.343 1.358 5.044 0.1 -0.2 0.1
H 0.560 -0.443 -1.458 0.0 0.0 -0.1
H -1.131 3.706 3.701 -0.3 0.0 0.0
H 3.716 -0.262 -1.176 0.2 -0.1 -0.2
H -0.645 -0.537 -0.208 0.0 -0.1 0.3
H 4.083 -2.077 -3.055 0.0 0.0 0.0
H -1.363 -4.178 -4.819 0.0 0.2 0.1
H -4.941 3.248 3.967 -0.1 0.1 -0.1
```
Forces are in eV/Å.

=====

# C36H63N9

A 9-piece molecular cluster, C36H63N9 overall (wB97M-V/def2-TZVPD, the Open Molecules 2025 dataset).

Results
frontier orbital gap: 10.960 eV
structure (SMILES): CCCC#N.CCCC#N.CCCC#N.CCCC#N.CCCC#N.CCCC#N.CCCC#N.CCCC#N.CCCC#N
E_LUMO: -0.164 eV
total charge: 0
energy above the lowest of the compared OMol25 structures with the same formula, charge and spin: 322.8 kJ/mol
total energy: -51760.674 eV

Geometry as XYZ:
```
108
Properties=species:S:1:pos:R:3:forces:R:3
N 0.724 -6.161 0.469 0.0 0.1 0.3
N -4.372 -0.693 7.425 0.2 -1.3 -0.6
N -7.611 2.811 1.299 -0.1 -1.5 3.7
N -2.860 0.025 1.506 -0.2 -0.7 0.6
N -7.349 4.427 -4.832 3.3 0.5 -0.7
N 6.833 1.033 -3.488 2.0 -0.7 4.7
N 5.830 7.455 3.019 -0.3 1.5 -0.1
N -1.715 -1.030 -5.836 -1.2 -1.1 0.6
N 5.125 -1.684 6.429 -0.1 -1.4 -2.8
C -2.644 0.648 0.575 0.2 1.6 -0.2
C 5.940 -1.109 -0.743 1.3 0.3 0.0
C -7.541 1.854 3.785 -1.1 -0.3 0.4
C 7.307 0.881 -2.402 -1.5 0.9 -4.8
C 6.000 6.339 3.143 0.6 -2.4 0.3
C -3.074 -4.002 6.585 1.2 0.8 -1.4
C 4.937 4.114 3.307 -1.0 -0.9 0.1
C 2.134 -4.700 -2.775 -0.2 -1.5 0.5
C -4.266 -3.035 6.281 0.3 -0.3 0.4
C -1.709 -3.381 6.153 -0.3 0.5 0.3
C 1.417 0.244 -7.039 1.6 -1.5 1.0
C -0.967 -0.295 -6.271 1.5 0.5 -0.3
C -7.606 2.375 2.398 0.5 1.1 -2.9
C 5.104 -2.690 4.018 -0.5 -0.8 -0.7
C 0.000 0.671 -6.764 -0.4 1.3 -1.0
C -4.278 -1.747 6.950 0.1 1.6 1.4
C 1.239 -5.997 -3.018 0.1 1.4 -0.3
C -5.218 4.180 -7.899 -0.3 -0.3 0.5
C 0.049 -6.147 -2.044 0.7 0.1 0.1
C -10.078 1.413 3.685 0.1 -0.6 -0.6
C 2.113 -0.276 -5.771 -0.8 -0.2 0.3
C -4.341 4.010 -6.612 -0.4 -0.2 -1.9
C 4.168 4.011 1.980 -0.2 -0.1 0.0
C 5.107 -2.166 5.359 -0.2 1.9 3.4
C 7.847 0.631 -1.069 -0.6 0.1 0.7
C 3.740 -3.211 3.551 -0.9 0.1 1.2
C 7.445 -0.771 -0.613 -0.4 -0.3 -0.1
C -0.792 1.653 -0.789 -0.9 0.6 0.5
C -8.719 0.873 4.125 0.4 0.7 0.0
C 0.399 -6.133 -0.630 0.5 0.0 0.0
C -6.203 4.569 -5.064 -3.2 -1.1 0.8
C -2.328 1.495 -0.587 0.4 -0.9 -0.5
C -0.134 0.308 -0.855 0.9 -0.3 -0.5
C -4.774 4.759 -5.363 -0.7 0.3 -0.2
C 6.219 4.859 3.278 1.1 1.6 -0.8
C 2.672 -2.109 3.541 0.0 -0.1 -0.9
H -7.644 2.680 4.488 0.1 0.3 -0.2
H 0.946 0.418 -0.952 0.1 0.0 0.2
H -10.869 0.746 4.028 -0.1 0.1 0.1
H -0.330 -0.323 0.012 -0.1 0.1 0.0
H -4.309 -2.662 5.258 0.1 -0.9 -0.5
H 3.785 -3.710 2.583 0.3 0.3 -0.1
H 1.414 -0.610 -7.716 -0.1 0.1 -0.3
H 3.764 4.934 1.563 0.2 0.3 0.3
H -3.165 -4.899 5.971 -0.5 -0.1 0.3
H -10.106 1.379 2.596 -0.2 0.2 -0.1
H -0.642 -5.317 -2.190 -0.4 -0.4 -0.2
H -10.303 2.438 3.980 0.2 -0.1 0.2
H 0.757 -5.898 -3.990 0.1 0.0 -0.2
H 7.415 1.351 -0.374 -0.4 0.2 -0.1
H -0.596 2.250 -1.679 -0.2 -0.2 -0.3
H -6.597 1.375 4.045 0.1 0.1 -0.5
H 6.915 4.653 4.091 -0.5 0.2 0.5
H -0.423 -0.212 -1.768 -0.3 -0.2 0.1
H 2.105 0.977 -7.459 -0.8 0.5 -0.3
H -0.841 -3.989 6.404 -0.2 -0.2 0.3
H 5.730 -1.322 -1.792 -0.4 0.1 0.1
H 3.302 3.365 2.125 0.0 -0.1 0.0
H -4.781 3.634 -8.735 0.2 -0.1 0.1
H -5.217 -3.496 6.548 0.0 -0.2 -0.3
H 5.775 -1.998 -0.135 -0.4 0.1 -0.1
H -4.765 5.843 -5.469 0.8 0.1 -0.1
H 2.726 -4.843 -1.871 -0.2 0.0 0.3
H 7.716 -0.845 0.441 0.3 -0.2 -0.1
H 7.990 -1.483 -1.231 0.3 -0.2 0.4
H -8.718 0.725 5.205 0.2 0.0 0.0
H 2.896 -4.493 -3.527 -0.4 -0.2 -0.4
H -4.249 2.952 -6.366 -0.2 -0.1 0.0
H 5.358 -1.880 3.333 0.6 -0.1 0.0
H 4.761 3.564 1.183 0.2 -0.1 0.1
H 1.767 -6.949 -3.071 0.5 0.3 0.3
H 4.297 4.515 4.093 -0.1 0.1 -0.1
H 1.401 -0.978 -5.336 0.3 -0.4 0.2
H 1.526 -3.808 -2.625 -0.1 -0.1 -0.1
H -2.878 2.433 -0.651 0.0 -0.1 0.5
H 8.913 0.806 -0.930 0.1 -0.2 -0.7
H 5.373 -0.254 -0.374 -0.4 -0.2 -0.1
H -5.322 5.210 -8.240 0.2 0.2 0.3
H -0.359 -7.146 -2.200 -0.6 0.3 -0.3
H 2.273 -1.739 4.485 0.3 -0.4 0.2
H -2.942 -4.283 7.630 -0.6 0.1 0.0
H -4.171 4.415 -4.523 -0.1 0.4 0.1
H -0.053 1.529 -6.094 0.1 0.1 0.0
H 3.399 -3.994 4.228 0.1 -0.1 0.1
H 3.061 -0.778 -5.963 -0.1 0.1 -0.1
H 6.822 4.559 2.421 -0.1 0.0 -0.4
H 2.254 0.483 -5.001 0.2 0.2 -0.2
H -0.390 0.995 -7.729 -0.3 0.3 0.0
H -6.231 3.789 -7.810 0.0 0.0 0.3
H 5.173 3.100 3.627 0.0 -0.2 0.0
H -1.584 -3.153 5.095 -0.5 -0.2 -0.2
H 1.843 -2.493 2.946 -0.2 0.2 0.1
H -2.726 0.850 -1.370 0.1 0.3 -0.7
H -1.621 -2.422 6.664 0.3 0.1 0.1
H -8.507 -0.096 3.674 -0.2 0.0 -0.1
H 3.062 -1.234 3.020 0.0 0.1 -0.2
H -3.364 4.289 -7.005 0.3 0.3 0.8
H -0.381 2.274 0.006 -0.1 -0.2 0.3
H 5.798 -3.529 4.042 0.4 0.2 -0.5
```
Forces are in eV/Å.

=====

# C4H6N2O

A 2-piece molecular cluster, C4H6N2O overall (wB97M-V/def2-TZVPD, the Open Molecules 2025 dataset).

Results
frontier orbital gap: 10.647 eV
E_LUMO: 0.924 eV
total charge: 0
energy above the lowest of the compared OMol25 structures with the same formula, charge and spin: 301.0 kJ/mol
total energy: -9270.382 eV

Geometry as XYZ:
```
13
Properties=species:S:1:pos:R:3:forces:R:3
O 1.363 2.573 0.770 -0.5 -1.0 0.7
N 1.514 -0.301 -0.763 0.2 -0.2 -0.2
N -1.083 0.972 -0.481 0.1 -0.5 -0.1
C 0.401 -1.092 -0.274 -0.1 -0.1 0.1
C 0.890 1.670 1.272 0.7 1.2 -0.4
C -0.803 -0.227 -0.237 0.0 0.4 0.0
C -1.988 0.202 0.465 -0.4 -0.1 0.2
H 0.577 -1.342 0.781 0.0 0.0 -0.1
H 0.213 -2.044 -0.798 -0.1 0.2 0.1
H 1.396 -0.078 -1.744 0.1 0.0 0.1
H -1.886 0.436 1.527 -0.2 0.1 -0.2
H -2.996 0.001 0.113 0.2 -0.2 0.0
H 2.401 -0.768 -0.631 -0.1 -0.1 -0.1
```
Forces are in eV/Å.

=====

# C19H20N2O5S

One molecule with the formula C19H20N2O5S (wB97M-V/def2-TZVPD, the Open Molecules 2025 dataset).

Results
frontier orbital gap: 9.350 eV
structure (SMILES): Cn1c(=O)oc2cc(S(=O)(=O)CCC(=O)NCCc3ccccc3)ccc21
E_LUMO: 0.536 eV
total charge: 0
energy above the lowest of the compared OMol25 structures with the same formula, charge and spin: 58.0 kJ/mol
total energy: -44081.757 eV

Geometry as XYZ:
```
47
Properties=species:S:1:pos:R:3:forces:R:3
S -3.762 -0.119 1.355 -0.3 0.1 -0.2
O -1.450 -1.403 -1.055 0.0 0.0 -0.3
O 1.178 1.514 1.263 0.0 -0.1 0.5
O -3.444 -0.502 2.707 0.4 -0.2 0.1
O -4.967 0.633 1.133 0.0 0.0 -0.4
O 3.101 2.281 0.327 0.0 -0.1 0.2
N 1.097 2.312 -0.811 -0.2 -0.1 0.3
N -0.276 -2.186 0.697 0.3 -0.1 0.3
C -1.419 -1.984 0.012 -0.1 -0.4 0.2
C -1.368 1.900 -1.204 0.2 0.0 0.1
C 0.968 -1.583 0.277 0.1 -0.1 -0.2
C 5.117 0.005 -1.771 0.1 0.0 0.0
C -2.467 1.329 -0.584 -0.1 0.1 0.0
C -3.860 -1.647 0.352 0.3 0.7 0.4
C -0.104 1.394 0.810 -0.7 0.1 -0.7
C -2.364 0.789 0.686 -0.6 -0.3 0.1
C 3.952 -0.120 -2.508 0.0 0.1 -0.1
C 1.557 2.854 -2.059 0.1 0.1 -0.2
C 1.926 2.063 0.262 0.6 0.3 -0.5
C 3.097 -1.705 -0.910 0.0 -0.2 0.0
C -1.192 0.818 1.425 0.5 0.2 0.1
C -2.675 -2.531 0.681 0.1 0.0 -0.2
C 1.954 -2.541 -0.404 -0.1 0.3 0.0
C 5.275 -0.726 -0.608 0.1 0.0 0.0
C 2.948 -0.968 -2.078 0.0 0.0 0.0
C -0.178 1.902 -0.497 -0.3 -0.3 0.5
C 4.269 -1.574 -0.179 0.0 0.0 0.0
H 5.898 0.673 -2.102 0.1 0.1 0.0
H -1.430 2.301 -2.202 0.0 0.0 -0.1
H 2.304 -3.294 0.305 0.0 -0.1 0.0
H -4.811 -2.103 0.612 -0.1 0.1 0.1
H 6.180 -0.630 -0.028 0.1 0.0 0.1
H 1.451 -1.117 1.140 0.0 0.0 -0.1
H 3.825 0.446 -3.420 0.0 0.0 -0.1
H 4.394 -2.137 0.735 0.0 -0.1 0.1
H -2.552 -2.566 1.764 0.0 -0.2 0.0
H -3.855 -1.343 -0.691 -0.1 0.0 -0.1
H 2.035 -1.064 -2.651 -0.1 0.0 -0.1
H 1.074 3.811 -2.261 0.0 0.0 0.0
H -3.421 1.287 -1.085 -0.1 0.0 -0.2
H 2.633 2.997 -1.971 -0.1 0.0 0.0
H 1.344 2.159 -2.872 0.0 0.0 0.0
H 1.448 -3.042 -1.231 0.0 -0.1 0.0
H 0.697 -0.810 -0.446 0.1 0.0 0.2
H -1.162 0.399 2.416 0.1 -0.1 0.2
H -2.846 -3.546 0.311 0.0 0.1 0.0
H -0.293 -2.687 1.570 -0.2 0.1 0.0
```
Forces are in eV/Å.